[1]
{
  "formula": "C40H37BrN4O2PV",
  "method": "ωB97M-V/def2-TZVPD",
  "symbols": ["V", "Br", "C", "C", "C", "C", "O", "C", "C", "N", "C", "C", "C", "C", "C", "C", "C", "C", "N", "C", "C", "H", "H", "H", "H", "H", "H", "H", "H", "H", "H", "N", "C", "C", "C", "C", "C", "C", "P", "C", "C", "C", "C", "C", "C", "C", "C", "C", "C", "C", "C", "H", "H", "H", "H", "H", "H", "H", "H", "H", "H", "H", "H", "H", "H", "H", "H", "O", "C", "C", "C", "C", "C", "C", "N", "H", "H", "H", "H", "H", "H", "H", "H", "H", "H", "H"],
  "coordinates": [[-0.2013, 1.0089, -0.1534], [5.9718, 3.0778, 3.4231], [4.2891, 2.4614, 2.8542], [3.6105, 1.4907, 3.6179], [2.3985, 1.0049, 3.2105], [1.8061, 1.4388, 2.0057], [0.6731, 0.8957, 1.6251], [2.4686, 2.4512, 1.2696], [1.8995, 3.0999, 0.1332], [0.8300, 2.7166, -0.4970], [0.1609, 3.5784, -1.4470], [0.4890, 4.8659, -1.7253], [-0.2966, 5.6463, -2.6138], [-1.4038, 5.1254, -3.2005], [-1.7705, 3.7806, -2.9384], [-2.8976, 3.1642, -3.5320], [-3.1765, 1.8631, -3.2623], [-2.3444, 1.1515, -2.3746], [-1.3006, 1.6862, -1.7769], [-0.9908, 3.0046, -2.0758], [3.7191, 2.9491, 1.7238], [4.0530, 1.1371, 4.5414], [1.8678, 0.2647, 3.7968], [2.4075, 4.0094, -0.1883], [1.3471, 5.3327, -1.2581], [-0.0078, 6.6720, -2.8079], [-2.0153, 5.7231, -3.8653], [-3.5245, 3.7407, -4.2060], [-4.0244, 1.3607, -3.7079], [-2.5332, 0.1091, -2.1496], [4.2195, 3.7249, 1.1540], [3.1171, 0.8702, -1.7104], [3.5805, -0.3266, -1.1499], [4.9659, -0.5007, -1.0557], [5.5029, -1.6796, -0.5860], [4.6705, -2.7295, -0.2080], [3.3038, -2.5433, -0.2611], [2.7253, -1.3398, -0.6848], [0.8976, -1.1474, -0.7121], [0.2978, -2.3341, 0.5508], [0.8998, -2.3611, 1.8073], [0.4148, -3.1944, 2.8082], [-0.6836, -4.0122, 2.5654], [-1.2998, -3.9783, 1.3210], [-0.8167, -3.1371, 0.3250], [0.5032, -1.9271, -2.3284], [0.2150, -1.0845, -3.3983], [0.0139, -1.5932, -4.6797], [0.0908, -2.9580, -4.8988], [0.3845, -3.8128, -3.8398], [0.5985, -3.3008, -2.5704], [3.8028, 1.3726, -2.2497], [2.2221, 0.8431, -2.1685], [5.6201, 0.3031, -1.3813], [6.5796, -1.7892, -0.5306], [5.0817, -3.6728, 0.1271], [2.6595, -3.3538, 0.0577], [1.7614, -1.7347, 2.0050], [0.9034, -3.2116, 3.7751], [-1.0554, -4.6733, 3.3408], [-2.1572, -4.6109, 1.1201], [-1.3210, -3.1075, -0.6330], [0.1451, -0.0159, -3.2354], [-0.2015, -0.9201, -5.5007], [-0.0661, -3.3587, -5.8930], [0.4549, -4.8804, -4.0093], [0.8537, -3.9800, -1.7650], [-1.8460, -0.2414, 0.3144], [-2.7187, -0.0564, 1.1936], [-4.0669, -0.6836, 1.0825], [-4.2908, -1.7840, 2.1417], [-4.7223, -1.2568, 3.5105], [-3.6817, -0.3766, 4.2025], [-3.3252, 0.8828, 3.4228], [-2.4219, 0.6487, 2.2841], [-4.1411, -1.0860, 0.0757], [-4.8294, 0.0940, 1.1937], [-3.3721, -2.3709, 2.2442], [-5.0534, -2.4642, 1.7612], [-4.9503, -2.1075, 4.1557], [-5.6553, -0.6919, 3.4029], [-2.7670, -0.9499, 4.3845], [-4.0599, -0.0667, 5.1789], [-2.8173, 1.5990, 4.0634], [-4.2271, 1.3751, 3.0566], [-1.4423, 0.8810, 2.4022]],
  "atomic_forces_ev_per_a": [[-0.02, -1.06, 0.73], [0.17, 0.08, 0.08], [-0.11, -0.29, 0.28], [0.13, 0.07, 0.06], [0.06, 0.00, 0.05], [-0.58, -0.36, -0.28], [0.24, 0.35, 0.43], [0.28, 0.26, -0.08], [-0.16, -0.04, -0.12], [-0.27, 1.05, -0.44], [0.23, -0.90, 0.41], [0.05, 0.64, -0.22], [0.34, -0.01, 0.24], [-0.18, -0.12, -0.08], [-0.13, 0.05, -0.28], [-0.03, 0.33, -0.13], [-0.01, -0.39, 0.10], [-0.01, 0.00, -0.04], [-0.29, 0.97, -0.71], [0.33, -0.34, 0.39], [-0.27, 0.04, -0.30], [0.01, 0.01, -0.06], [0.03, 0.01, -0.03], [0.03, -0.04, 0.02], [-0.07, 0.00, -0.01], [0.00, -0.07, 0.03], [0.01, -0.05, 0.01], [0.07, -0.04, 0.07], [0.04, 0.01, 0.00], [-0.06, 0.01, 0.06], [-0.05, -0.05, 0.01], [-0.04, -0.18, 0.30], [-0.05, 0.28, -0.25], [0.02, -0.04, 0.01], [0.08, -0.05, 0.03], [-0.01, 0.09, -0.04], [-0.12, -0.04, 0.14], [-0.02, 0.06, 0.06], [0.33, -0.60, -0.50], [0.11, 0.04, -0.03], [0.01, 0.00, 0.11], [-0.04, 0.02, -0.08], [0.03, 0.05, -0.01], [0.05, 0.05, -0.01], [-0.09, -0.04, -0.04], [0.00, 0.01, -0.02], [-0.07, -0.04, -0.10], [0.02, 0.06, 0.11], [0.02, -0.05, 0.02], [-0.01, 0.08, -0.01], [0.06, -0.02, 0.08], [0.04, -0.04, -0.03], [-0.07, -0.06, -0.02], [-0.06, -0.06, 0.02], [-0.05, 0.00, -0.01], [-0.02, 0.05, 0.00], [-0.01, 0.03, 0.00], [-0.01, 0.00, 0.00], [-0.02, 0.00, -0.04], [0.04, 0.05, -0.06], [0.04, 0.03, 0.00], [0.03, -0.02, -0.01], [-0.02, 0.06, 0.02], [0.01, -0.02, 0.03], [0.00, 0.01, 0.05], [0.01, 0.04, 0.02], [-0.03, 0.04, 0.01], [-0.43, 0.24, -0.11], [0.68, -0.15, 0.24], [-0.23, -0.03, 0.05], [0.08, 0.08, -0.01], [0.07, 0.01, -0.03], [0.01, -0.05, -0.04], [0.17, -0.04, -0.26], [-0.26, 0.06, 0.30], [-0.01, -0.05, -0.02], [-0.04, -0.04, -0.04], [-0.04, 0.01, -0.03], [-0.03, 0.02, 0.01], [-0.01, 0.02, -0.01], [0.02, -0.01, -0.01], [0.00, 0.02, 0.01], [-0.03, -0.03, -0.01], [0.04, 0.01, 0.04], [-0.07, 0.03, 0.01], [0.13, 0.00, -0.03]],
  "de_lowest_kcal_mol": 15.8,
  "gap_ev": [6.58, 7.15],
  "charge": 1,
  "multiplicity": 4
}


[2]
{
  "formula": "CH16O6",
  "method": "ωB97M-V/def2-TZVPD",
  "symbols": ["C", "H", "H", "H", "H", "O", "H", "H", "O", "H", "H", "O", "H", "H", "O", "H", "H", "O", "H", "H", "O", "H", "H"],
  "coordinates": [[-0.6001, 3.7932, -0.5382], [-0.6033, 3.3241, -1.5069], [-0.7094, 4.9310, -0.5737], [0.5394, 3.9411, -0.2915], [-1.2881, 3.4775, 0.2165], [0.3657, -2.6046, 0.6167], [0.2868, -3.4517, 1.1618], [-0.0739, -2.8489, -0.1866], [1.5860, 1.9128, 1.5012], [2.2233, 2.0124, 2.2384], [1.3893, 2.7039, 0.9489], [1.8425, -2.0305, -2.1009], [2.4308, -2.6941, -2.4662], [1.6876, -2.2941, -1.2406], [-1.4840, -2.9846, -1.2664], [-1.3826, -2.5290, -2.1365], [-2.0885, -3.7744, -1.3092], [-0.8055, 1.0324, 6.7177], [-1.3036, 1.0322, 5.8580], [-0.0903, 1.6262, 6.3088], [-0.8050, -1.4015, -3.7135], [-1.2486, -1.5993, -4.5015], [0.1316, -1.5741, -3.7361]],
  "atomic_forces_ev_per_a": [[3.08, 3.59, 0.15], [-0.55, -0.10, -0.17], [-0.73, -1.35, -0.71], [-1.94, -1.29, 0.28], [0.17, -0.79, 0.41], [0.94, -1.74, 2.18], [0.28, 1.87, -1.01], [-1.05, -0.10, -0.95], [-0.14, -0.13, -0.05], [-0.63, 0.72, -1.12], [0.75, -0.63, 1.23], [0.47, 0.83, -3.22], [0.11, -0.04, -0.03], [-0.64, -0.75, 3.21], [-0.77, -0.87, -0.47], [-0.34, -0.58, 0.45], [1.00, 1.50, -0.43], [1.04, 1.76, -2.99], [-0.19, -0.63, 1.33], [-0.85, -1.14, 1.65], [-0.10, 0.60, 2.42], [-0.42, -0.52, -1.89], [0.53, -0.21, -0.26]],
  "smiles": "C.O.O.O.O.O.O",
  "de_lowest_kcal_mol": 47.7,
  "gap_ev": 11.39,
  "multiplicity": 1
}


[3]
{
  "formula": "C5H17N2O3",
  "method": "ωB97M-V/def2-TZVPD",
  "symbols": ["N", "C", "C", "N", "C", "C", "C", "O", "H", "H", "H", "H", "H", "H", "H", "H", "H", "H", "H", "H", "H", "H", "H", "O", "H", "H", "O"],
  "coordinates": [[0.7149, -1.4573, -1.8169], [0.4746, -0.3293, -0.8619], [-0.4086, -0.8626, 0.3459], [-1.1772, 0.1170, 0.9715], [0.6090, 1.1852, 2.2460], [-0.6565, 1.4410, 1.4109], [-1.7823, 2.0442, 2.2360], [-0.4542, -2.0614, 0.4318], [0.0295, -2.1826, -1.5331], [0.5249, -1.2042, -2.7880], [1.6369, -1.8922, -1.5922], [-0.0638, 0.5189, -1.3240], [1.4032, 0.1385, -0.5471], [-1.8713, -0.2719, 1.6416], [1.3628, 0.6169, 1.7219], [0.3915, 0.4976, 3.0921], [1.0488, 2.1296, 2.5944], [-0.3910, 1.9983, 0.4913], [-1.7593, 1.5276, 3.2069], [-2.8095, 1.9979, 1.9103], [-1.5331, 3.1190, 2.3344], [-2.0851, 0.5134, -4.3955], [-1.6551, 0.9437, -3.0473], [-1.2949, 0.5167, -3.8310], [3.7214, -2.6735, -1.4852], [3.1455, -3.3848, -0.2837], [2.8788, -2.9858, -1.1289]],
  "atomic_forces_ev_per_a": [[-1.14, 0.22, 1.47], [-0.94, 1.13, 0.47], [2.27, -0.33, -4.25], [0.54, -0.40, 2.60], [0.53, -1.25, 1.00], [-1.81, -0.52, -1.15], [0.95, 1.04, 0.88], [-1.25, 0.64, 1.65], [0.39, -0.01, -0.52], [0.29, 0.14, -0.20], [0.36, -0.39, -0.42], [0.09, -0.70, -0.25], [0.28, -0.39, 0.17], [-0.06, 0.11, -0.53], [0.37, 0.21, -0.58], [-0.20, 0.85, -0.17], [-0.40, -0.14, -0.13], [-0.04, -0.08, 0.32], [0.04, 0.54, 0.02], [-0.11, -0.21, -0.87], [-0.25, -0.57, 0.43], [0.41, -0.20, -0.28], [0.05, 0.25, 0.01], [-0.40, -0.13, 0.43], [0.05, -0.13, -0.23], [-0.33, -0.04, -0.21], [0.32, 0.38, 0.34]],
  "de_lowest_kcal_mol": 21.2,
  "gap_ev": [10.29, 5.11],
  "charge": 2,
  "multiplicity": 2
}